# 1
An isolated ion of composition C6H15NPS and charge +1 at a distorted geometry, computed with the ωB97M-V functional and the def2-TZVPD basis.

Cartesian coordinates (Å):
S  1.048  -2.468  0.676
P  1.128  -0.684  -0.448
N  -1.660  -0.568  -0.139
C  3.173  1.348  -0.517
C  -0.538  0.885  1.430
C  2.803  0.078  0.216
C  -2.932  -0.153  0.411
C  -0.553  -0.116  0.344
C  -1.712  -1.546  -1.193
H  -3.064  0.926  0.309
H  3.491  -0.738  -0.025
H  0.478  1.173  1.687
H  2.769  0.204  1.301
H  -2.560  -1.342  -1.844
H  -3.744  -0.658  -0.105
H  3.225  1.178  -1.591
H  -1.830  -2.548  -0.771
H  -2.991  -0.402  1.474
H  -1.096  1.782  1.148
H  4.155  1.683  -0.183
H  -1.015  0.477  2.323
H  2.461  2.148  -0.325
H  -0.795  -1.520  -1.782
H  1.560  -3.249  -0.273

As for the energy above the lowest of the compared OMol25 structures with the same formula, charge and spin: 0.00 kJ/mol. Its charge is +1. Its multiplicity is 1. Its frontier orbital gap is 0.31735 Eh.

Mulliken charges in e: -0.23 -0.15 0.16 -1.13 -1.31 -0.46 -1.00 0.79 -1.12 0.36 0.38 0.32 0.43 0.42 0.37 0.35 0.41 0.37 0.38 0.37 0.38 0.30 0.41 0.20


# 2
A 7-piece molecular cluster, C52H55BIN5O18P overall at a distorted geometry, computed with the ωB97M-V functional and the def2-TZVPD basis.

Cartesian coordinates (Å):
I  -1.560  0.714  0.673
P  -2.019  -0.738  -4.218
O  5.110  -3.158  7.127
O  -9.421  7.336  1.719
O  -7.316  -1.790  -1.247
O  9.301  -4.110  0.301
O  -8.498  0.380  -1.771
O  6.400  0.284  4.705
O  -4.600  9.154  -6.881
O  -2.570  -0.763  -5.731
O  8.567  -6.063  -3.910
O  1.330  -3.528  5.186
O  -6.638  2.408  0.635
O  1.729  -0.831  2.423
O  9.860  -5.402  7.945
O  -7.456  3.733  -1.240
O  -4.771  6.852  -2.091
O  -2.263  -3.503  1.267
O  10.932  -1.397  -4.859
O  4.682  -4.208  2.932
N  -3.335  -2.352  -1.419
N  -3.278  -4.227  -3.152
N  -5.165  -3.945  -1.636
N  -3.222  0.168  -3.265
N  -3.516  4.064  0.205
C  6.203  -3.674  7.315
C  -3.714  4.007  -1.295
C  -4.831  -2.098  -3.523
C  -4.119  -3.162  -2.456
C  -3.985  2.487  -1.888
C  0.503  -3.522  4.285
C  7.592  -5.408  1.274
C  7.416  -2.854  7.504
C  -1.435  -3.508  2.168
C  5.325  0.027  4.180
C  7.554  -5.706  7.568
C  -8.702  5.728  -0.070
C  -0.428  -4.581  2.277
C  -4.567  -0.536  -2.986
C  -2.918  1.591  -2.751
C  5.744  -4.185  2.326
C  10.003  -2.870  -3.273
C  4.744  0.912  3.151
C  -6.555  2.706  -0.684
C  9.496  -4.589  -5.497
C  10.092  -3.417  -5.734
C  -4.639  8.624  -5.779
C  6.391  -2.910  1.960
C  -4.299  8.783  -3.355
C  -4.254  9.362  -4.559
C  -5.118  6.644  -4.412
C  -1.407  -2.443  3.189
C  -0.505  -2.449  4.175
C  4.559  -1.179  4.551
C  -5.073  7.222  -5.616
C  -0.339  1.506  -2.064
C  -0.306  2.105  -0.535
C  9.110  -4.989  -4.129
C  9.407  -4.043  -3.035
C  3.386  -1.459  3.976
C  6.430  -5.432  1.934
C  -7.291  5.035  -0.557
C  6.361  -5.141  7.361
C  3.570  0.632  2.576
C  0.474  -4.588  3.263
C  7.553  -2.886  1.300
C  8.767  -4.886  7.758
C  -3.599  5.537  0.620
C  -5.454  1.826  -1.556
C  -5.729  0.278  -2.101
C  2.804  -0.574  2.947
C  -4.733  7.381  -3.193
C  -1.445  2.244  -3.052
C  8.610  -3.419  7.711
C  10.389  -2.470  -4.640
C  8.239  -4.133  0.907
C  -8.438  6.265  1.480
B  -7.201  -0.365  -1.698
H  0.811  1.965  -0.138
H  8.041  -1.959  1.024
H  -3.236  -2.913  -0.520
H  5.942  -6.359  2.209
H  9.117  -4.351  -2.038
H  -4.285  3.590  0.734
H  -0.677  3.221  -0.469
H  -0.709  -0.145  -4.283
H  -4.192  6.208  -0.134
H  2.812  -2.340  4.236
H  -9.598  7.402  2.716
H  -8.611  5.372  2.247
H  -3.493  -5.142  -2.657
H  -5.965  -2.389  -3.546
H  -4.127  5.686  1.676
H  5.875  -2.004  2.254
H  -1.848  -2.118  -3.840
H  -2.267  -4.048  -2.897
H  0.708  1.579  -2.629
H  -8.066  -2.203  -1.798
H  4.999  -1.817  5.308
H  8.108  -6.314  0.979
H  -0.471  -1.675  4.933
H  -8.449  1.124  -2.440
H  -6.473  4.992  0.309
H  10.382  -3.108  -6.731
H  -3.937  10.389  -4.695
H  9.509  -2.832  7.853
H  -5.351  6.695  -6.521
H  1.220  -5.368  3.358
H  5.461  -5.728  7.219
H  7.284  -1.779  7.466
H  -5.435  5.616  -4.277
H  -0.461  -5.356  1.520
H  -4.711  4.619  -1.534
H  5.318  1.793  2.891
H  10.228  -2.166  -2.481
H  -2.153  -1.663  3.094
H  -2.850  4.587  -1.829
H  -1.372  3.402  -2.907
H  -4.439  -2.253  -4.640
H  7.686  -6.780  7.606
H  -4.021  9.310  -2.451
H  -2.507  6.003  0.688
H  -8.880  6.700  -0.732
H  -7.336  6.672  1.639
H  -6.828  5.778  -1.369
H  -6.037  -4.093  -2.189
H  -5.339  -3.485  -0.716
H  9.271  -5.294  -6.288
H  3.131  1.270  1.819
H  -2.350  -2.187  -1.720
H  -0.542  0.337  -1.956
H  -1.179  2.042  -4.198
H  -9.629  5.013  -0.166

Its charge is +1. Its multiplicity is 1. Its frontier orbital gap is 0.23805 Eh.

Here are the Mulliken charges for atoms 1 to 99, given in e: 0.05 0.48 -0.62 -0.53 -0.51 -0.60 -0.51 -0.59 -0.53 -0.67 -0.56 -0.65 -0.50 -0.49 -0.55 -0.38 -0.36 -0.63 -0.55 -0.46 -0.37 -0.64 -0.67 0.30 -0.27 0.56 0.10 -1.12 0.72 -0.13 0.56 -0.43 -0.25 0.13 0.14 -0.36 -0.57 -0.50 0.05 0.16 0.26 -0.32 -0.41 -0.09 -0.37 -0.39 0.25 0.02 -0.42 -0.35 -0.16 -0.25 -0.38 -0.38 -0.45 -0.41 -0.55 0.33 -0.19 0.34 -0.41 0.65 -0.44 -0.36 -0.41 -0.44 0.34 -0.58 0.88 -0.12 0.46 0.19 -0.82 -0.42 0.33 0.43 -0.27 0.57 0.28 0.46 0.09 0.44 0.43 0.35 0.28 0.19 0.18 -0.03 0.33 0.28 0.35 0.37 0.30 0.29 0.07 0.39 0.31 0.31 0.48


# 3
An isolated ion of composition C4H8O3PS and charge -1 at a distorted geometry, computed with the ωB97M-V functional and the def2-TZVPD basis.

Cartesian coordinates (Å):
S  -2.437  0.090  0.284
P  -0.816  -0.654  -1.032
O  -1.864  0.405  1.616
O  -3.320  -1.077  0.206
O  -2.928  1.263  -0.416
C  0.358  -1.437  0.291
C  1.126  0.873  0.112
C  1.615  -0.521  0.256
C  0.328  0.900  -1.137
H  0.947  0.871  -2.022
H  0.708  -2.435  0.223
H  2.265  -0.682  1.149
H  -0.377  -1.324  1.124
H  0.631  0.959  1.065
H  2.142  -0.774  -0.606
H  -0.280  1.889  -1.108
H  1.901  1.653  -0.006

The SMILES is O=S(=O)([O-])P1CCCC1. As for the energy above the lowest of the compared OMol25 structures with the same formula, charge and spin: 288.93 kJ/mol. Its charge is -1. Its multiplicity is 1. Its frontier orbital gap is 0.30599 Eh.

Mulliken charges in e: 0.96 -0.08 -0.63 -0.63 -0.65 -0.76 -0.44 -0.67 -0.83 0.45 0.44 0.30 0.30 0.28 0.38 0.27 0.31


# 4
An isolated ion of composition C5H11NP and charge +1 at a distorted geometry, computed with the ωB97M-V functional and the def2-TZVPD basis.

Cartesian coordinates (Å):
P  -0.132  -1.295  2.009
N  -2.188  0.592  1.084
C  -0.697  0.420  1.219
C  -0.044  0.770  -0.105
C  0.987  0.023  -0.641
C  1.426  0.079  -1.993
C  2.127  -0.983  -2.590
H  0.953  -0.739  2.466
H  -2.145  1.063  0.092
H  1.330  -0.889  -0.214
H  -0.952  -1.045  3.013
H  -0.473  1.227  1.944
H  2.297  -1.707  -1.941
H  1.120  0.962  -2.655
H  -0.464  1.569  -0.637
H  -2.700  -0.182  0.857
H  2.334  -0.954  -3.612
H  -2.778  1.088  1.705

The SMILES is C=C/C=C/[C@@H]([NH3+])P. As for the energy above the lowest of the compared OMol25 structures with the same formula, charge and spin: 225.89 kJ/mol. Its charge is +1. Its multiplicity is 1. Its frontier orbital gap is 0.31318 Eh.

Mulliken charges in e: 0.04 -0.29 -0.01 -0.59 -0.08 -0.17 -0.85 0.10 0.36 0.15 0.06 0.29 0.33 0.23 0.47 0.35 0.29 0.32


# 5
A 2-piece molecular cluster, C2H5N2O2 overall at a distorted geometry, computed with the ωB97M-V functional and the def2-TZVPD basis.

Cartesian coordinates (Å):
O  1.684  1.443  1.111
O  0.773  -0.338  2.143
N  -1.782  -0.232  -2.168
N  -0.949  -0.496  -0.010
C  1.723  0.416  1.811
C  -0.866  -0.059  -1.270
H  -1.791  -1.012  0.193
H  0.105  0.333  -1.582
H  -1.416  0.089  -3.056
H  2.753  0.126  2.124
H  -0.233  -0.270  0.703

As for the energy above the lowest of the compared OMol25 structures with the same formula, charge and spin: 12.15 kJ/mol. Its charge is -1. Its multiplicity is 1. Its frontier orbital gap is 0.32896 Eh.

Mulliken charges in e: -0.65 -0.75 -0.81 -0.31 0.03 0.19 0.22 0.26 0.21 0.34 0.28


# 6
An isolated molecule of C4H10N2 at a distorted geometry, computed with the ωB97M-V functional and the def2-TZVPD basis.

Cartesian coordinates (Å):
N  -0.646  -1.751  -1.019
N  -0.145  1.732  -1.232
C  0.261  0.565  -0.649
C  -1.032  -0.425  -0.787
C  0.511  -0.515  1.730
C  0.610  0.788  0.891
H  -0.228  1.441  1.197
H  0.429  1.945  -2.045
H  1.571  1.307  0.941
H  1.130  0.027  -1.068
H  0.038  -1.301  1.118
H  -1.717  -0.297  0.047
H  0.309  -0.361  2.808
H  1.466  -1.109  1.694
H  -1.005  -1.973  -1.941
H  -1.553  -0.072  -1.686

As for the energy above the lowest of the compared OMol25 structures with the same formula, charge and spin: 569.52 kJ/mol. Its multiplicity is 1. Its frontier orbital gap is 0.23302 Eh.

Mulliken charges in e: -0.52 -0.68 0.32 -0.80 -1.01 -0.63 0.32 0.26 0.32 0.46 0.35 0.30 0.30 0.29 0.25 0.46


# 7
C15H30FO5Ti as an isolated structure at a distorted geometry, computed with the ωB97M-V functional and the def2-TZVPD basis.

Cartesian coordinates (Å):
Ti  -1.283  0.384  -0.041
F  -3.033  1.563  0.544
O  -2.005  -1.525  1.086
O  0.082  1.042  1.738
O  0.547  -0.996  -0.510
O  0.416  1.873  -1.319
O  -1.796  -0.007  -2.296
C  1.390  -2.613  -2.146
C  0.114  1.693  2.765
C  -1.942  0.812  -3.179
C  1.621  1.896  -1.218
C  2.352  2.598  -0.097
C  1.553  -3.091  0.366
C  -2.067  -3.682  2.013
C  -1.367  0.591  -4.549
C  -2.680  2.086  -2.913
C  2.511  1.272  -2.254
C  -1.571  -2.265  1.945
C  1.401  1.989  3.485
C  -1.152  2.186  3.408
C  -0.449  -1.842  2.852
C  1.123  -2.158  -0.730
H  3.243  1.990  -2.626
H  2.419  -2.928  -2.339
H  -1.933  2.410  2.677
H  -2.864  -3.699  2.762
H  -0.957  3.135  3.913
H  0.310  -1.343  2.252
H  1.948  0.848  -3.082
H  -1.495  1.426  4.113
H  1.651  3.114  0.549
H  2.229  1.592  2.897
H  1.001  -1.862  -2.838
H  -0.940  -0.409  -4.617
H  -2.536  -3.925  1.059
H  0.728  -3.804  0.580
H  2.409  -3.698  0.057
H  -0.848  -1.075  3.524
H  -3.516  1.939  -2.229
H  0.701  -3.458  -2.350
H  1.544  3.073  3.432
H  -0.074  -2.685  3.424
H  -1.286  -4.416  2.193
H  -0.554  1.306  -4.687
H  3.056  3.292  -0.560
H  -1.980  2.759  -2.404
H  1.816  -2.573  1.291
H  1.413  1.655  4.518
H  -3.044  2.626  -3.786
H  2.943  1.826  0.399
H  -2.168  0.657  -5.284
H  3.018  0.420  -1.790

As for the energy above the lowest of the compared OMol25 structures with the same formula, charge and spin: 1.80 kJ/mol. Its multiplicity is 4. The expectation value of S² is 3.756. Its frontier orbital gap (spin up / spin down) is 0.15488 / 0.30090 Eh.

Mulliken charges in e: 1.13 -0.78 -0.50 -0.37 -0.09 -0.64 -0.40 -1.21 0.85 1.04 1.13 -1.21 -1.20 -1.51 -1.31 -1.00 -1.30 1.03 -1.29 -1.18 -0.79 0.49 0.46 0.32 0.27 0.38 0.42 -0.08 0.23 0.28 0.20 0.31 0.11 0.30 0.33 0.07 0.44 0.31 0.29 0.33 0.39 0.39 0.44 0.30 0.50 0.19 0.26 0.36 0.37 0.26 0.43 0.29


# 8
A 2-piece molecular cluster, C2H3ClF2S overall at a distorted geometry, computed with the ωB97M-V functional and the def2-TZVPD basis.

Cartesian coordinates (Å):
Cl  1.697  1.285  0.337
S  -1.406  1.401  -0.284
F  1.986  -0.770  -1.184
F  1.807  -1.218  0.942
C  -1.316  -0.287  -0.261
C  1.394  -0.389  -0.037
H  -1.335  -0.792  -1.204
H  -1.425  -0.829  0.652
H  -1.402  1.599  1.038

As for the energy above the lowest of the compared OMol25 structures with the same formula, charge and spin: 320.10 kJ/mol. Its multiplicity is 1. Its frontier orbital gap (spin up / spin down) is 0.27061 / 0.32561 Eh.

Mulliken charges in e: -0.13 -0.07 -0.20 -0.20 -0.67 0.40 0.35 0.37 0.16